Entry 1:
The following is a DFT calculation (ωB97M-V/def2-TZVPD) of 2 unconnected molecules or ions with the total composition C2H5FS2.

Each line ends with the Mulliken charge.
Cartesian coordinates (Å):
C 1.09942 -0.57593 -0.09828  -1.130
C 0.35230 0.67426 -0.23858  0.270
F 0.58864 1.55678 0.80216  -0.267
S -2.16433 -0.89429 0.42849  -0.244
S -1.36348 0.56283 -0.72603  -0.027
H 2.14751 -0.48858 -0.19625  0.333
H 0.80727 -0.95126 0.95265  0.325
H 0.64343 -1.25624 -0.78376  0.335
H 0.80723 1.43055 -1.54754  0.224
H -2.91800 -0.05811 1.40714  0.182

Forces on the atoms, in the same order (eV/Å):
-1.641 -0.906 2.421
0.998 3.682 -3.498
-0.167 -0.586 -0.511
-1.614 1.146 1.998
0.169 0.372 -0.271
1.013 0.128 -0.085
0.727 0.317 -1.422
0.242 -0.694 -0.583
-1.169 -2.012 3.583
1.443 -1.447 -1.631

## Properties
Relative energy (zero: lowest compared OMol25 entry of this formula, charge and spin) = 168.69 kJ/mol
Strongest force on any atom = 5.18 eV/A
Frontier orbital gap = 9.996 eV
Charge = 0



Entry 2:
The following is a DFT calculation (ωB97M-V/def2-TZVPD) of 2 unconnected molecules or ions with the total composition C2H5FSi.

Each line ends with the Mulliken charge.
Cartesian coordinates (Å):
C -1.19695 -0.49949 -0.90125  -0.460
C -0.63918 -0.31161 0.23362  -0.434
F 2.44967 1.24272 -1.35633  -0.270
Si 1.64494 1.75591 -0.02213  0.504
H -1.95742 -1.21367 -0.98951  0.270
H -0.94044 -0.31642 -1.93179  0.247
H -0.78006 -0.77313 1.24237  0.259
H 0.89636 3.03522 -0.25143  -0.044
H 2.80677 1.55345 0.68038  -0.072

Forces on the atoms, in the same order (eV/Å):
-0.190 -0.864 -1.734
2.663 1.547 2.156
-1.036 0.436 -0.268
-2.517 -2.000 -2.152
-1.613 -1.244 0.497
0.725 1.260 0.064
-0.066 0.735 -1.139
0.538 -0.225 0.176
1.497 0.356 2.400

## Properties
Relative energy (zero: lowest compared OMol25 entry of this formula, charge and spin) = 397.73 kJ/mol
Strongest force on any atom = 3.87 eV/A
Frontier orbital gap (alpha / beta) = 8.094 / 7.780 eV
Charge = 0



Entry 3:
The following is a DFT calculation (ωB97M-V/def2-TZVPD) of 2 unconnected molecules or ions with the total composition C2H5IN2.

Each line ends with the Mulliken charge.
Cartesian coordinates (Å):
C -1.15287 -1.35543 0.07230  -0.711
C -0.84768 -0.01046 -0.37590  0.224
N 0.43237 1.98255 -0.19643  -1.094
N -0.29921 0.99561 -0.11727  0.624
I 3.27270 -0.26322 0.07736  -0.164
H -1.95687 -1.80551 -0.50899  0.276
H -0.25706 -1.96922 -0.05757  0.236
H -1.42563 -1.36847 1.12951  0.265
H 2.24998 0.93758 -0.07270  0.142
H -0.01572 2.85656 0.04968  0.203

Forces on the atoms, in the same order (eV/Å):
-0.318 -0.619 0.253
0.356 0.369 0.298
1.464 1.221 0.044
-1.163 -0.984 -0.906
0.485 -0.626 0.070
0.050 0.032 0.038
-0.045 0.062 0.010
0.005 -0.037 -0.019
-0.528 0.673 -0.082
-0.307 -0.091 0.296

## Properties
Relative energy (zero: lowest compared OMol25 entry of this formula, charge and spin) = 140.32 kJ/mol
Strongest force on any atom = 1.91 eV/A
Frontier orbital gap = 9.335 eV
Charge = 0



Entry 4:
The following is a DFT calculation (ωB97M-V/def2-TZVPD) of a molecular structure, C2H5IN4P.

Each line ends with the Mulliken charge.
Cartesian coordinates (Å):
C -2.86537 -1.70944 -0.92676  0.421
C 0.04320 -0.59400 -0.22755  0.326
N -2.76016 -2.18384 -1.92654  -0.273
N -0.20318 0.44955 -0.99694  -0.278
N -2.94220 -1.05416 0.25792  -0.407
N 0.98742 -1.47678 -0.57614  -0.475
P -1.60880 -1.21104 1.25469  0.243
I -4.13784 0.74271 0.32688  0.344
H 0.44896 0.55588 -1.81078  0.225
H -0.95502 1.11518 -0.78455  0.229
H 1.26880 -1.72623 -1.49160  0.258
H 1.11485 -2.38763 -0.12351  0.291
H -1.49635 0.06675 1.57386  0.096

Forces on the atoms, in the same order (eV/Å):
-0.959 2.788 5.277
-1.676 -1.377 0.333
0.596 -2.535 -4.982
1.149 -0.596 -0.362
-0.844 0.992 -0.723
-0.508 -1.041 1.263
2.562 -1.634 -1.482
0.654 -1.054 -0.261
-1.240 0.513 0.827
0.725 -0.428 -0.330
0.349 1.166 -1.674
-0.621 0.929 0.943
-0.185 2.275 1.168

## Properties
Relative energy (zero: lowest compared OMol25 entry of this formula, charge and spin) = 352.45 kJ/mol
Strongest force on any atom = 6.04 eV/A
Frontier orbital gap = 7.983 eV
Charge = +1



Entry 5:
The following is a DFT calculation (ωB97M-V/def2-TZVPD) of a molecular structure, C2H5IO.

Each line ends with the Mulliken charge.
Cartesian coordinates (Å):
C -0.58390 0.45014 0.36033  -0.501
C 1.08364 -0.37459 -0.47531  -0.785
O -1.35562 -0.63118 0.71860  -0.493
I 2.21400 1.06437 -1.37264  0.055
H -1.05271 1.08754 -0.23139  0.459
H -0.23847 0.96585 1.22546  0.304
H 0.73250 -1.26739 -1.14905  0.327
H 1.48534 -0.81098 0.50928  0.315
H -2.28478 -0.48376 0.41472  0.319

Forces on the atoms, in the same order (eV/Å):
4.487 -4.288 0.754
-4.131 -1.463 2.684
-1.731 -0.272 -0.113
0.587 0.477 -0.370
-1.750 2.725 -3.279
0.837 0.273 0.648
0.639 2.064 1.138
-0.173 0.826 -1.756
1.234 -0.341 0.294

## Properties
Relative energy (zero: lowest compared OMol25 entry of this formula, charge and spin) = 215.22 kJ/mol
Strongest force on any atom = 6.25 eV/A
Frontier orbital gap = 9.285 eV
Charge = 0



Entry 6:
The following is a DFT calculation (ωB97M-V/def2-TZVPD) of 2 unconnected molecules or ions with the total composition C2H5IO.

Each line ends with the Mulliken charge.
Cartesian coordinates (Å):
C 1.08375 0.71904 -0.24845  -0.715
C 0.50550 -0.42095 -0.58303  0.073
O 0.20866 -1.42729 0.27188  -0.446
H 1.29212 1.48026 -0.97433  0.243
H 1.37339 0.92910 0.77019  0.208
H 0.20899 -0.66119 -1.59399  0.339
H 0.52139 -1.20440 1.15896  0.298
I -3.18545 0.17848 0.09437  -0.077
H -2.00834 0.40695 1.10440  0.078

Forces on the atoms, in the same order (eV/Å):
0.080 0.143 0.088
0.083 0.090 -0.031
-0.070 -0.302 0.203
-0.005 0.092 -0.263
0.030 -0.012 0.190
-0.047 -0.016 -0.024
-0.014 -0.010 -0.138
-0.669 -0.101 -0.510
0.614 0.116 0.486

## Properties
SMILES = C=CO.I
Relative energy (zero: lowest compared OMol25 entry of this formula, charge and spin) = 70.01 kJ/mol
Strongest force on any atom = 0.85 eV/A
Frontier orbital gap = 9.868 eV
Charge = 0



Entry 7:
The following is a DFT calculation (ωB97M-V/def2-TZVPD) of 2 unconnected molecules or ions with the total composition C2H5IO.

Each line ends with the Mulliken charge.
Cartesian coordinates (Å):
C 0.74312 -0.41386 0.62640  -1.165
C -0.39784 0.10760 -0.21329  -0.099
O 0.09960 1.07457 -0.96232  -0.417
I -2.16635 0.63651 0.82162  0.060
H 1.03633 0.56167 1.07556  0.357
H 0.46837 -1.13929 1.27557  0.422
H 1.59007 -0.90427 -0.01993  0.265
H -0.67446 -1.35565 -1.14752  0.199
H -0.69885 1.43272 -1.45609  0.377

Forces on the atoms, in the same order (eV/Å):
1.721 2.168 -2.587
0.639 -5.335 -1.386
-2.023 1.775 -2.054
-0.157 -0.115 0.103
0.696 -1.044 0.424
-1.005 -1.909 2.344
-1.608 1.432 0.946
0.051 3.186 1.785
1.688 -0.159 0.425

## Properties
Relative energy (zero: lowest compared OMol25 entry of this formula, charge and spin) = 271.43 kJ/mol
Strongest force on any atom = 5.55 eV/A
Frontier orbital gap = 9.110 eV
Charge = 0



Entry 8:
The following is a DFT calculation (ωB97M-V/def2-TZVPD) of a molecular structure, C2H5IS.

Each line ends with the Mulliken spin population.
Cartesian coordinates (Å):
C 0.50523 -0.80243 0.09116  -0.028
C -0.45505 0.21258 -0.42775  0.450
S -0.18349 1.91228 0.05098  0.278
I -2.54508 -0.25036 0.12290  1.265
H 0.82623 -1.48276 -0.72210  0.012
H 1.34846 -0.20524 0.51336  0.013
H 0.19881 -1.43006 0.99728  0.011
H -0.60188 0.36447 -1.56274  -0.008
H 0.90678 1.68152 0.93690  0.007

Forces on the atoms, in the same order (eV/Å):
1.194 -0.287 0.856
2.783 1.676 -3.295
0.967 -0.529 1.438
-3.877 -0.459 1.398
0.083 0.338 0.649
0.048 -0.924 -0.624
-0.331 0.783 -1.270
0.601 -1.021 1.664
-1.468 0.424 -0.816

## Properties
Multiplicity = 3
Relative energy (zero: lowest compared OMol25 entry of this formula, charge and spin) = 2.86 kJ/mol
Strongest force on any atom = 4.63 eV/A
Frontier orbital gap (alpha / beta) = 6.102 / 5.825 eV
Charge = 0



Entry 9:
The following is a DFT calculation (ωB97M-V/def2-TZVPD) of C2H5ISi in the gas phase.

Each line ends with the Mulliken charge.
Cartesian coordinates (Å):
C 0.93571 1.04263 -0.54885  -0.644
C 0.75609 0.26355 0.49559  -0.129
Si -0.76244 -0.92555 0.33535  0.395
I -2.92050 0.05755 -0.09704  -0.067
H 1.76897 1.64601 -0.82089  0.253
H 0.08828 1.20349 -1.16882  0.144
H 1.52149 0.18066 1.35029  0.283
H -0.77817 -1.92099 1.40717  -0.143
H -0.60943 -1.54734 -0.95279  -0.093

Forces on the atoms, in the same order (eV/Å):
-0.337 0.480 0.086
0.176 -1.132 1.859
1.323 0.723 0.270
-0.396 0.398 0.281
0.793 0.354 0.315
-0.550 -0.142 -1.032
-1.119 -0.061 -1.522
-0.170 -0.042 0.224
0.279 -0.578 -0.481

## Properties
SMILES = C=C[SiH2]I
Relative energy (zero: lowest compared OMol25 entry of this formula, charge and spin) = 0.00 kJ/mol
Strongest force on any atom = 2.18 eV/A
Frontier orbital gap = 10.118 eV
Charge = 0



Entry 10:
The following is a DFT calculation (ωB97M-V/def2-TZVPD) of a molecular structure, C2H5InO9PS.

Each line ends with the Mulliken charge.
Cartesian coordinates (Å):
In 16.86778 -1.30755 -14.23932  0.732
C 16.37883 -8.91811 -16.49335  -1.045
C 16.61504 -7.73873 -17.47408  -0.317
O 16.20228 -6.58924 -16.88343  -0.885
H 16.81708 -9.83292 -16.89229  0.337
H 15.30552 -9.03175 -16.34102  0.277
H 16.89280 -8.70344 -15.55640  0.244
H 16.12565 -7.90522 -18.43370  0.211
H 17.70117 -7.67510 -17.54006  0.182
P 22.54886 -2.49002 -12.72842  0.951
O 23.66245 -2.87090 -13.68974  -0.592
O 21.96830 -1.12062 -13.16762  -0.507
O 23.18001 -2.46879 -11.29807  -0.483
O 21.33733 -3.38868 -12.58736  -0.455
S 17.34907 -0.97715 -8.31775  1.172
O 17.12741 -2.17906 -9.15640  -0.709
O 16.23791 -0.88864 -7.38364  -0.722
O 18.62069 -1.19454 -7.67613  -0.685
O 17.42482 0.08751 -9.35089  -0.706

Forces on the atoms, in the same order (eV/Å):
0.344 -0.295 0.659
0.105 -0.033 -0.775
-0.143 1.110 2.597
-0.635 0.498 -0.295
-0.046 -0.574 -0.137
-0.060 -0.114 0.214
-0.204 0.190 0.042
-0.035 -0.585 -0.809
0.896 -0.452 -0.972
0.688 1.081 1.003
-0.225 -0.666 0.087
0.099 -0.619 0.770
0.003 0.732 -1.139
-0.435 -0.468 -0.994
-0.095 -1.445 -2.379
-0.732 -1.658 -1.074
-0.888 1.177 1.033
1.699 0.678 1.642
-0.336 1.443 0.527

## Properties
Relative energy (zero: lowest compared OMol25 entry of this formula, charge and spin) = 372.81 kJ/mol
Strongest force on any atom = 2.83 eV/A
Frontier orbital gap = 2.259 eV
Charge = -3